An isolated molecule of CHBr3. Source: the Open Molecules 2025 dataset; level of theory: ωB97M-V with the def2-TZVPD basis set.

The geometry in XYZ format:
```
5
Properties=species:S:1:pos:R:3:lowdin_charge:R:1
H 1.055 -0.669 -0.067 -0.023
Br -0.196 0.219 2.015 0.512
Br -1.296 -0.921 -1.048 0.527
Br 0.327 1.510 -0.952 0.501
C 0.110 -0.140 0.052 -1.517
```

HOMO level   -10.0 eV
Energy above the lowest of the compared OMol25 structures with the same formula, charge and spin   10.1 kcal/mol
LUMO   -0.43 eV
HOMO-LUMO gap   9.6 eV

---

A structure of composition C4H13N3O. Source: the Open Molecules 2025 dataset; level of theory: ωB97M-V with the def2-TZVPD basis set.

The geometry in XYZ format:
```
21
Properties=species:S:1:pos:R:3:lowdin_charge:R:1
O -1.046 -1.643 -1.017 -0.026
H -0.581 1.407 1.794 0.033
H -1.391 -0.963 -1.629 0.078
N -1.471 1.037 1.474 0.027
N 1.025 -0.396 0.335 -0.125
H 0.938 2.033 0.137 0.057
H 2.334 1.175 -0.520 0.054
H 1.959 -2.270 0.648 0.087
H -2.993 0.863 -0.899 0.073
C 1.243 1.167 -0.440 0.051
H 0.800 1.117 -1.428 0.063
H -1.792 0.432 2.224 0.058
C 1.957 -1.453 -0.076 -0.115
C -0.803 -0.948 0.164 -0.234
H 2.982 -1.078 -0.148 0.069
H -0.971 -1.598 1.029 0.131
H -1.669 1.820 -1.168 0.060
H 1.178 -0.169 1.315 0.103
N -1.978 0.876 -0.958 0.014
C -1.359 0.374 0.226 -0.537
H 1.640 -1.783 -1.064 0.080
```

HOMO level   -5.7 eV
Energy above the lowest of the compared OMol25 structures with the same formula, charge and spin   121.0 kcal/mol
LUMO   0.77 eV
HOMO-LUMO gap   6.4 eV

---

The ion IO3P with charge -2. Source: the Open Molecules 2025 dataset; level of theory: ωB97M-V with the def2-TZVPD basis set.

The geometry in XYZ format:
```
5
Properties=species:S:1:pos:R:3:lowdin_charge:R:1
O 0.610 -0.725 -1.333 -0.562
O 0.598 -1.017 1.125 -0.551
O 0.981 1.780 0.214 -0.779
I -2.452 0.032 -0.005 -0.184
P 0.263 -0.070 -0.001 0.077
```

HOMO level   0.0 eV
Energy above the lowest of the compared OMol25 structures with the same formula, charge and spin   69.7 kcal/mol
Net charge   -2
LUMO   5.46 eV
Structure (SMILES)   O=P([O-])([O-])I
HOMO-LUMO gap   5.5 eV

---

A structure of composition C4H7O3Zn. Source: the Open Molecules 2025 dataset; level of theory: ωB97M-V with the def2-TZVPD basis set.

The geometry in XYZ format:
```
15
Properties=species:S:1:pos:R:3:lowdin_charge:R:1
H 2.146 0.775 -2.574 0.069
C -1.402 0.281 1.920 -0.363
H 0.733 2.006 -0.984 0.124
H -0.480 2.124 0.903 0.114
H 1.606 -0.857 -1.818 0.052
Zn -0.190 -1.655 0.438 0.880
O -1.148 -1.079 1.934 -0.316
C 0.868 0.924 -0.937 -0.181
O 0.117 -2.783 -0.880 -0.388
C -0.436 1.046 1.068 -0.062
C 1.602 0.235 -1.801 0.055
H -2.434 0.498 1.553 0.120
H -1.365 0.726 2.936 0.119
H 0.241 -2.539 -1.809 -0.028
O 0.141 0.300 0.050 -0.194
```

HOMO level (spin up / spin down)   -7.8 / -9.5 eV
Energy above the lowest of the compared OMol25 structures with the same formula, charge and spin   30.1 kcal/mol
Spin multiplicity   2
LUMO (spin up / spin down)   0.58 / 0.24 eV
HOMO-LUMO gap (spin up / spin down)   8.4 / 9.7 eV

---

A structure of composition C7H23Br2CuN7O4. Source: the Open Molecules 2025 dataset; level of theory: ωB97M-V with the def2-TZVPD basis set.

The geometry in XYZ format:
```
44
Properties=species:S:1:pos:R:3:lowdin_charge:R:1
C -1.451 2.045 -3.038 -0.163
H 3.163 -0.564 2.376 0.088
Br -2.913 0.425 1.752 -0.158
Br 0.026 3.622 2.148 -0.189
H -0.618 -2.938 3.956 0.072
H 0.202 -3.610 -1.151 0.017
H 4.359 -1.120 1.183 0.070
C 0.450 -1.294 3.611 -0.735
H -1.554 -3.516 0.124 0.055
H -1.091 3.002 -3.415 0.125
O -0.408 1.104 -3.395 -0.259
O 2.177 1.029 0.871 0.075
H -2.093 3.995 -0.939 0.074
N 1.437 -1.917 4.137 0.165
H -1.287 -0.295 -4.489 0.084
N -1.368 -2.533 0.261 0.159
N 3.508 -0.636 1.429 0.155
H -3.142 2.931 -0.147 0.044
C -0.726 -0.277 -3.555 -0.112
H -0.230 2.783 -0.841 0.061
N -0.532 1.819 -0.816 0.036
C -0.277 -1.939 -0.173 -0.888
H -1.881 -1.898 0.855 0.003
N 0.417 -2.634 -1.005 0.136
H 1.152 -2.202 -1.548 0.056
O -0.029 -0.850 0.235 -0.042
C -1.821 1.912 -1.514 -0.399
H -2.363 0.983 -1.338 0.107
H -2.336 1.855 -3.645 0.114
C -2.711 3.119 -1.131 -0.056
O 0.470 -0.172 3.091 -0.050
H -3.501 3.253 -1.871 0.077
N 3.840 0.324 -0.356 0.137
H -1.570 -1.549 3.322 0.037
H 2.341 -1.488 4.280 0.113
H 3.623 0.906 -1.152 0.103
H 4.621 -0.305 -0.474 0.072
N -0.714 -1.985 3.635 0.164
H 0.086 1.453 -1.526 0.073
H 0.171 -0.889 -3.459 0.064
C 3.059 0.333 0.684 -0.883
H 1.161 -2.832 4.462 0.088
Cu -0.257 1.095 1.301 0.237
H -1.389 -0.547 -2.733 0.074
```

HOMO level (spin up / spin down)   0.2 / -5.5 eV
Energy above the lowest of the compared OMol25 structures with the same formula, charge and spin   0.0 kcal/mol
Spin multiplicity   3
Net charge   -1
LUMO (spin up / spin down)   2.82 / 1.22 eV
HOMO-LUMO gap (spin up / spin down)   2.6 / 6.8 eV

---

An isolated molecule of C4H10OS. Source: the Open Molecules 2025 dataset; level of theory: ωB97M-V with the def2-TZVPD basis set.

The geometry in XYZ format:
```
16
Properties=species:S:1:pos:R:3:lowdin_charge:R:1
H -2.427 -1.280 1.054 0.087
H 2.561 0.180 0.619 0.014
H -0.947 -1.940 0.160 0.058
H 0.101 2.548 -0.736 0.079
H -0.629 1.918 0.992 0.061
H -1.250 -0.135 -2.000 -0.003
C -0.232 -0.028 -1.899 -0.097
C 1.860 -0.208 -0.091 -0.316
H 0.507 -0.608 -2.439 0.025
C 0.155 1.957 0.219 -0.197
H 1.139 2.364 0.566 0.072
H -1.222 -2.186 1.954 0.074
H 2.136 -1.198 -0.516 0.037
O -0.793 -0.158 1.237 -0.479
C -1.294 -1.461 1.103 -0.250
S 0.336 0.235 -0.221 0.836
```

HOMO level (spin up / spin down)   -5.3 / -8.0 eV
Energy above the lowest of the compared OMol25 structures with the same formula, charge and spin   94.2 kcal/mol
Spin multiplicity   3
LUMO (spin up / spin down)   0.96 / -1.45 eV
HOMO-LUMO gap (spin up / spin down)   6.2 / 6.5 eV

---

A structure of composition C3H7NS. Source: the Open Molecules 2025 dataset; level of theory: ωB97M-V with the def2-TZVPD basis set.

The geometry in XYZ format:
```
12
Properties=species:S:1:pos:R:3:lowdin_charge:R:1
C 0.164 -0.754 -0.935 -0.440
N 0.696 -0.165 1.354 -0.042
H 1.319 -1.210 1.079 0.134
H 1.363 -1.143 -1.106 0.152
H -0.429 -0.536 2.342 0.227
H -0.612 -1.420 -1.445 0.074
H -1.236 1.889 -0.089 0.080
C -0.336 -0.118 0.262 -0.662
H 0.726 1.774 0.035 0.036
S -0.165 0.853 -1.924 0.747
C -0.224 1.424 -0.197 -0.416
H -1.265 -0.595 0.624 0.110
```

HOMO level   -8.5 eV
Energy above the lowest of the compared OMol25 structures with the same formula, charge and spin   125.7 kcal/mol
LUMO   0.06 eV
HOMO-LUMO gap   8.6 eV

---

An isolated molecule of C5H9N3. Source: the Open Molecules 2025 dataset; level of theory: ωB97M-V with the def2-TZVPD basis set.

The geometry in XYZ format:
```
17
Properties=species:S:1:pos:R:3:lowdin_charge:R:1
H -2.398 -2.008 -0.690 0.072
H 4.781 0.145 0.175 -0.010
H -3.360 -0.908 0.370 0.075
H 2.284 -0.760 -1.116 0.188
C 2.937 0.197 0.333 -0.303
N -0.377 -0.109 -0.947 0.096
H -1.848 -1.581 1.257 0.143
H 0.336 0.546 0.926 0.148
H 2.703 0.838 1.107 0.111
H -3.315 1.384 -0.063 0.053
C -2.309 -1.283 0.133 -0.065
N 4.024 -0.210 -0.333 0.071
H -2.098 2.435 -0.420 0.124
N 1.901 -0.176 -0.304 0.001
C -2.198 1.236 -0.116 -0.022
C -1.648 0.051 -0.192 -0.493
C 0.585 0.202 -0.121 -0.191
```

HOMO level   -8.7 eV
Energy above the lowest of the compared OMol25 structures with the same formula, charge and spin   100.3 kcal/mol
LUMO   0.87 eV
Structure (SMILES)   [H]/N=C/N/C=N/C(=C)C
HOMO-LUMO gap   9.6 eV